Computed, not measured: a cluster of 2 separate species, H2P2S4 in total in a non-equilibrium geometry, with ωB97M-V/def2-TZVPD.

The value obtained for the relative energy (zero: lowest compared OMol25 entry of this formula, charge and spin) is 137.0 kJ/mol. As for the highest occupied orbital energy: -8.683 eV.

ORCA input file:
```
! wB97M-V def2-TZVPD RIJCOSX def2/J DEFGRID3
* xyz 0 1
P 1.444 2.323 0.594
P 0.825 0.079 -1.350
S -1.467 -1.840 0.317
S -0.393 1.662 -0.989
S 1.916 -0.028 0.339
S 0.789 2.544 2.372
H -1.383 -1.576 -1.117
H -1.732 -3.164 -0.165
*
```

Computed, not measured: a structure of composition C34H74AsBIrN2OP2Si3 in a non-equilibrium geometry, with ωB97M-V/def2-TZVPD.

As for the highest occupied orbital energy (alpha / beta): -2.605 / -4.847 eV.

ORCA input file:
```
! wB97M-V def2-TZVPD RIJCOSX def2/J DEFGRID3
* xyz -1 5
Ir 0.594 0.346 -0.881
C 0.115 4.014 -0.113
C 1.347 4.145 -1.011
C 1.254 5.465 -1.780
C 2.582 4.186 -0.111
P 1.364 2.479 -1.985
C -0.126 2.749 -3.115
N -1.259 1.999 -2.642
B -1.284 1.039 -1.557
N -2.652 0.568 -1.550
C -3.273 -0.329 -0.614
P -2.282 -0.397 0.983
C -2.881 1.236 1.833
C -1.711 1.587 2.753
C -3.032 2.360 0.806
C -4.185 1.193 2.628
C -3.180 -1.886 1.840
C -4.707 -1.954 1.824
C -2.655 -1.955 3.275
C -2.653 -3.124 1.108
C -3.359 1.178 -2.549
C -4.687 1.066 -2.928
C -5.147 1.848 -3.980
C -4.303 2.722 -4.643
C -2.967 2.845 -4.279
C -2.492 2.073 -3.231
C 2.794 2.567 -3.295
C 2.502 1.446 -4.294
C 3.021 3.873 -4.054
C 4.060 2.168 -2.536
H 0.073 4.834 0.605
H 0.159 3.072 0.430
H -0.799 4.026 -0.702
H 1.126 6.277 -1.061
H 0.405 5.497 -2.459
H 2.155 5.673 -2.346
H 2.480 4.986 0.624
H 3.492 4.373 -0.674
H 2.682 3.243 0.418
H 0.132 2.422 -4.130
H -0.374 3.818 -3.170
H -3.298 -1.348 -1.026
H -4.305 -0.014 -0.413
H -0.779 1.530 2.192
H -1.645 0.881 3.575
H -1.820 2.592 3.163
H -2.154 2.415 0.170
H -3.148 3.310 1.334
H -3.911 2.219 0.179
H -4.134 0.496 3.458
H -5.025 0.933 1.987
H -4.385 2.183 3.042
H -5.160 -1.220 2.480
H -5.021 -2.940 2.171
H -5.101 -1.818 0.821
H -3.031 -1.144 3.892
H -1.565 -1.899 3.261
H -2.950 -2.895 3.746
H -3.035 -3.179 0.094
H -1.563 -3.103 1.069
H -2.959 -4.031 1.632
H -5.358 0.382 -2.427
H -6.180 1.771 -4.290
H -4.698 3.315 -5.457
H -2.324 3.540 -4.803
H 1.797 1.757 -5.062
H 2.090 0.585 -3.771
H 3.423 1.147 -4.791
H 2.089 4.267 -4.454
H 3.701 3.685 -4.887
H 3.484 4.626 -3.423
H 4.879 1.978 -3.229
H 4.379 2.938 -1.841
H 3.857 1.256 -1.978
C 2.722 -2.549 -2.146
Si 1.000 -1.631 -2.193
C -0.237 -3.043 -1.687
C 0.681 -1.649 -4.127
H 2.679 -3.528 -2.618
H 3.057 -2.691 -1.120
H 3.487 -1.972 -2.662
H -0.050 -3.969 -2.228
H -1.262 -2.744 -1.890
H -0.155 -3.246 -0.623
H 0.375 -2.639 -4.460
H 1.572 -1.381 -4.688
H -0.107 -0.953 -4.405
C 3.817 -1.414 4.067
Si 1.900 -1.563 3.942
C 1.444 -2.730 5.404
C 1.190 0.132 4.477
As 0.967 -2.208 1.923
Si 1.621 -4.466 2.003
C 0.500 -5.528 3.160
C 1.477 -5.421 0.344
C 3.429 -4.833 2.545
H 4.197 -1.705 5.044
H 4.137 -0.395 3.878
H 4.300 -2.045 3.327
H 1.683 -2.291 6.369
H 1.980 -3.671 5.331
H 0.380 -2.953 5.401
H 1.783 0.622 5.248
H 0.176 0.025 4.852
H 1.155 0.778 3.607
H -0.499 -5.607 2.737
H 0.403 -5.080 4.142
H 0.884 -6.536 3.291
H 0.438 -5.566 0.066
H 1.941 -6.404 0.408
H 1.958 -4.878 -0.462
H 3.610 -4.510 3.565
H 4.120 -4.295 1.902
H 3.682 -5.887 2.480
C 3.043 0.499 1.186
O 1.699 0.257 1.103
H 3.414 1.117 0.347
H 3.638 -0.435 1.185
H 3.289 1.042 2.123
*
```

Computed, not measured: a structure of composition C38H49As2GeN4O3S2SiTi, with ωB97M-V/def2-TZVPD.

The value obtained for the relative energy (zero: lowest compared OMol25 entry of this formula, charge and spin) is 89.3 kJ/mol. As for the highest occupied orbital energy (alpha / beta): -12.572 / -12.587 eV.

ORCA input file:
```
! wB97M-V def2-TZVPD RIJCOSX def2/J DEFGRID3
* xyz 2 2
Ti -0.078 0.746 0.500
C -0.385 -1.262 -3.335
As -1.178 -0.093 -1.998
C -3.027 -0.715 -1.986
C -1.340 1.544 -3.062
C -2.216 1.560 -4.142
C -2.370 2.705 -4.908
C -1.644 3.847 -4.604
C -0.747 3.833 -3.546
C -0.586 2.687 -2.775
As 0.710 2.586 -1.346
C 1.171 4.419 -0.934
C 2.291 2.006 -2.313
H -0.875 -1.108 -4.295
H -0.522 -2.298 -3.030
H 0.678 -1.047 -3.432
H -3.664 0.014 -2.482
H -3.374 -0.840 -0.965
H -3.092 -1.673 -2.505
H -2.792 0.677 -4.398
H -3.060 2.707 -5.741
H -1.770 4.744 -5.195
H -0.170 4.722 -3.325
H 1.642 4.894 -1.793
H 1.878 4.405 -0.104
H 0.282 4.971 -0.636
H 2.486 2.679 -3.146
H 2.139 0.995 -2.691
H 3.144 1.996 -1.634
O 3.652 -1.172 -1.314
C 4.388 -1.157 -0.173
C 5.597 -1.846 -0.180
C 6.392 -1.858 0.950
C 6.001 -1.181 2.104
C 4.815 -0.477 2.105
C 3.990 -0.455 0.973
C 2.739 0.323 0.981
O 1.755 -0.097 0.195
N 2.613 1.322 1.788
N 1.337 1.897 1.703
C 1.257 3.024 2.326
S -0.237 3.914 2.372
C 0.537 5.453 2.942
C 1.655 5.074 3.891
S 2.623 3.740 3.128
H 2.778 -0.804 -1.092
H 5.899 -2.351 -1.088
H 7.332 -2.394 0.933
H 6.628 -1.191 2.984
H 4.503 0.083 2.977
H -0.234 6.043 3.435
H 0.914 6.003 2.080
H 1.266 4.728 4.847
H 2.330 5.911 4.061
Ge -0.714 -3.290 0.644
C -2.122 -3.694 -0.526
C -1.905 -4.298 -1.775
C -2.984 -4.681 -2.548
C -4.279 -4.471 -2.080
C -4.506 -3.890 -0.839
C -3.430 -3.501 -0.060
C 1.092 -3.710 0.330
C 1.660 -3.775 -0.948
C 2.959 -4.220 -1.102
C 3.695 -4.610 0.011
C 3.141 -4.555 1.285
C 1.846 -4.099 1.448
H -1.137 -2.948 2.063
H -0.899 -4.496 -2.123
H -2.825 -5.158 -3.505
H -5.121 -4.779 -2.687
H -5.517 -3.751 -0.481
H -3.605 -3.055 0.912
H 1.102 -3.458 -1.820
H 3.405 -4.250 -2.086
H 4.711 -4.959 -0.112
H 3.723 -4.868 2.141
H 1.411 -4.065 2.441
N 0.854 -1.276 2.806
C 0.604 -1.754 4.034
C -0.652 -1.310 4.394
C -1.082 -0.544 3.306
N -0.162 -0.529 2.343
H 1.693 -1.385 2.253
H 1.328 -2.350 4.564
H -1.172 -1.494 5.317
H -2.004 -0.004 3.176
C -4.428 0.268 1.200
Si -3.347 1.806 1.075
C -3.823 2.876 -0.370
C -3.487 2.753 2.675
O -1.779 1.277 0.817
H -5.042 0.115 0.311
H -5.105 0.334 2.053
H -3.811 -0.625 1.340
H -4.836 3.269 -0.270
H -3.770 2.331 -1.317
H -3.140 3.726 -0.442
H -4.520 2.712 3.027
H -3.228 3.805 2.550
H -2.855 2.349 3.469
*
```

Number 1: energy -2276.66168 Eh. Number 2: energy -5440.91574 Eh. Number 3: energy -10405.64320 Eh.